Record 1
Molecular formula: C8H22F2Hg2NO9S2Ti2
Method: DFT, wB97M-V/def2-TZVPD

Structure (XYZ):
```
48
Properties=species:S:1:pos:R:3:forces:R:3
Ti -10.824493 -20.385437 -0.652356 2.1 0.8 -1.4
Ti -10.398780 -19.722713 -8.187695 0.6 -0.2 2.6
Hg -9.697468 -22.074676 -6.009938 -0.4 -0.4 -0.2
Hg -12.118998 -20.389187 -3.868434 0.2 -0.1 1.0
O -10.817950 -19.889637 -5.866450 0.3 0.0 -1.9
C -10.218229 -18.657225 -5.379970 -0.6 0.0 -0.2
C -9.470744 -18.701499 -4.031106 0.9 -1.1 -0.8
O -10.160104 -19.305831 -2.955545 -1.0 -0.2 0.6
H -11.062036 -17.962988 -5.295828 0.2 0.3 -0.1
H -9.518750 -18.380582 -6.183316 0.1 0.8 0.7
H -9.119841 -17.681542 -3.854238 -0.4 0.1 0.3
H -8.559915 -19.284790 -4.221191 0.0 0.1 0.1
N -7.693590 -21.312987 -5.653408 2.8 0.2 1.5
S -6.793944 -20.266511 -6.382603 3.3 4.3 -3.9
O -5.985470 -20.717694 -7.468221 -0.8 -0.8 1.0
O -6.275820 -19.136242 -5.657205 -1.4 -1.6 0.2
F -8.045586 -19.591900 -7.232456 -2.1 0.4 -1.0
S -6.456075 -21.943214 -4.669939 -0.4 -4.4 5.4
O -5.896901 -21.163315 -3.579164 -0.9 0.2 -2.9
O -5.736773 -23.064614 -5.163060 -0.2 1.5 -1.2
F -7.639133 -22.732103 -3.851995 -0.2 0.2 0.0
C -10.350300 -14.668959 -1.919925 1.4 -0.9 0.2
C -9.435406 -15.757593 -1.301869 -1.2 -0.5 -1.2
O -10.272083 -16.897039 -0.939277 -0.5 -0.4 0.9
H -11.310593 -14.771601 -1.423110 0.0 0.6 0.0
H -10.448666 -14.832413 -2.993717 -0.2 -0.1 0.0
H -9.811929 -13.729721 -1.803333 -0.6 0.3 0.2
H -8.890889 -15.407166 -0.429067 0.1 -0.2 -0.1
H -8.830534 -16.225920 -2.082806 0.9 0.9 0.3
H -10.004096 -17.619177 -1.497580 0.1 -0.1 -0.5
C -7.418025 -22.659230 -0.294021 0.1 1.2 1.3
C -7.247901 -21.265642 -0.868426 0.3 -0.5 -0.5
O -8.488099 -20.481533 -0.816211 -3.0 0.3 0.2
H -7.578456 -22.606992 0.788416 -0.4 0.2 0.0
H -6.448918 -23.157016 -0.295205 -0.2 -0.4 -0.8
H -8.259711 -23.182510 -0.742517 0.4 -0.4 -0.3
H -7.015623 -21.337723 -1.930771 0.1 0.1 0.4
H -6.526867 -20.629417 -0.358734 0.2 -0.4 0.1
H -8.558657 -19.882952 -1.577172 0.6 -0.1 -0.1
C -15.691413 -19.521130 -6.283345 0.8 0.7 0.0
C -14.330539 -20.186574 -6.445681 -0.6 0.7 -0.8
O -14.003493 -20.822887 -5.181872 0.2 -0.4 -1.0
H -15.983681 -19.008835 -7.200694 -0.3 -0.5 -0.2
H -15.599338 -18.690511 -5.580022 0.0 -0.2 0.3
H -16.418399 -20.226229 -5.889881 -0.2 0.0 -0.4
H -13.555524 -19.483459 -6.773741 0.1 0.3 0.9
H -14.286505 -20.890851 -7.283493 -0.4 -0.5 0.4
H -14.378382 -21.706723 -5.316199 0.2 -0.1 0.8
```
Positions in Å, forces in eV/Å.

Computed properties:
charge = +3
⟨S²⟩ = 12.0158
M = 875.3 g/mol
E_LUMO (alpha / beta) = -0.4365 / -0.4612 Eh
strongest force on any atom = 6.99 eV Å⁻¹
Kohn-Sham gap (alpha / beta) = 5.48 / 4.81 eV
HOMO level (alpha / beta) = -17.357 / -17.356 eV
spin multiplicity = 7


Record 2
Molecular formula: C8H22F3O8Y
Method: DFT, wB97M-V/def2-TZVPD

Structure (XYZ):
```
42
Properties=species:S:1:pos:R:3:forces:R:3
Y -0.041809 1.730661 0.014182 2.5 1.7 1.2
C -2.009362 0.587872 3.435718 -0.6 0.0 0.5
C -2.397722 1.797017 2.582842 -0.3 -0.1 -0.3
O -1.375730 2.301174 1.856109 0.2 -0.3 -0.7
H -1.301927 0.871295 4.220874 0.2 0.0 -0.2
H -1.608987 -0.204919 2.812731 0.3 0.0 -0.1
H -2.905285 0.193383 3.952336 0.1 0.0 -0.1
H -2.852665 2.550752 3.277082 0.1 0.0 -0.1
H -3.262841 1.458161 1.937456 0.1 0.1 0.2
C 1.143004 1.205024 -4.477921 0.2 0.2 -0.4
C 0.472443 1.827873 -3.242614 -0.5 0.4 -0.6
O 0.727796 1.159028 -2.117598 -0.5 -0.2 1.1
H 0.703546 1.597099 -5.410043 0.0 0.0 0.1
H 1.048626 0.117274 -4.473391 -0.2 0.0 0.1
H 2.214868 1.436009 -4.500966 -0.1 0.0 0.1
H -0.641035 1.887824 -3.492907 0.2 -0.1 0.0
H 0.775105 2.901050 -3.196427 0.0 -0.1 -0.1
O 0.481347 3.999380 -0.137970 -0.4 -0.6 -0.6
H 0.075392 4.329404 -0.948735 0.0 0.1 0.1
O 1.956324 2.004795 1.016014 -0.8 -0.6 -0.2
H 1.681855 1.620931 1.852611 0.3 -0.2 0.5
C 0.520745 -1.806217 1.079300 0.5 -0.4 0.8
O 1.657845 -2.420509 0.394198 -0.1 0.1 -0.1
O 0.307249 -0.625126 0.668749 -0.9 1.6 -0.9
C -0.699243 -2.726208 0.835877 -0.2 -0.5 0.0
F -1.847757 -2.174546 1.247079 -0.2 0.2 0.2
F -0.894160 -3.048881 -0.460663 0.1 0.1 -0.2
F -0.628615 -3.919088 1.495822 0.1 -0.2 0.1
C 2.151558 -3.622871 0.889781 -0.1 -0.5 0.2
C 3.564764 -3.807499 0.360421 -0.3 0.0 -0.5
H 4.292473 -3.331807 1.011702 0.2 0.0 -0.1
H 3.796683 -4.862703 0.187910 0.1 0.0 0.3
H 3.596515 -3.332797 -0.622295 0.1 0.1 0.1
H 1.519489 -4.471791 0.582596 0.1 0.0 -0.1
H 2.148590 -3.649965 1.992081 0.0 0.1 0.0
H 0.742487 -1.872272 2.183180 0.0 -0.3 -0.1
O -1.999184 0.424842 -0.759135 -0.2 -0.6 0.0
H -2.796575 0.507535 -1.282882 0.0 0.1 -0.1
H -1.608657 -0.438442 -0.958580 0.1 0.0 0.1
O -1.897300 3.173181 -1.130754 -0.5 -0.1 -0.5
H -2.618260 3.566545 -0.632303 0.2 0.0 0.3
H -2.191591 3.067533 -2.041465 0.0 0.0 0.0
```
Positions in Å, forces in eV/Å.

Computed properties:
charge = -2
M = 392.2 g/mol
E_LUMO = 0.1708 Eh
strongest force on any atom = 3.27 eV Å⁻¹
Kohn-Sham gap = 5.55 eV
HOMO level = -0.901 eV
relative energy (zero: lowest compared OMol25 entry of this formula, charge and spin) = 0.0 kcal/mol


Record 3
Molecular formula: C8H22N3O6P2
Method: DFT, wB97M-V/def2-TZVPD

Structure (XYZ):
```
41
Properties=species:S:1:pos:R:3:forces:R:3
N -4.870985 -0.909498 -1.957866 0.2 -0.4 2.0
P -4.192774 -0.857028 -0.488844 -3.0 3.1 -3.2
P -2.917092 -2.578147 0.002250 0.7 -2.2 2.3
N -3.873879 -3.586592 1.165549 0.1 2.1 -2.3
O -1.342543 -2.124662 0.614262 -4.6 0.0 0.8
N -0.365662 -2.370724 -0.279404 5.2 3.7 -2.7
O 0.398843 -1.392858 -0.363778 -3.5 -4.9 0.8
H -5.918608 -0.924288 -1.878952 1.3 -0.4 -0.1
H -5.249468 -0.761151 0.479574 1.2 -0.3 0.4
H -3.435947 0.374261 -0.434218 0.2 -1.2 0.6
H -2.715635 -3.335649 -1.219335 0.0 0.5 0.9
H -4.617714 -4.110741 0.614080 1.3 0.4 0.6
H -4.428392 -2.889184 1.721362 0.8 -0.9 -0.2
O 1.112698 4.498553 -4.724397 -0.4 -2.2 1.3
C 1.082378 3.379978 -4.218089 0.4 2.0 -1.0
O 0.138289 3.074438 -3.298958 -0.6 0.1 0.0
C -0.119169 1.748017 -2.805708 0.3 0.2 0.0
C 0.790903 1.420209 -1.637894 0.2 0.1 0.1
C 2.135977 2.364379 -4.537176 0.1 -0.4 -0.6
H -0.055919 1.008306 -3.608335 0.1 0.1 0.0
H -1.159013 1.741475 -2.461602 0.1 0.3 -0.2
H 1.842593 1.423850 -1.934810 -0.1 -0.1 0.0
H 0.550322 0.435751 -1.226255 0.1 0.4 -0.2
H 0.682511 2.169340 -0.846119 -0.1 -0.1 -0.1
H 2.996549 2.517129 -3.878012 -0.1 0.0 -0.1
H 2.451793 2.506979 -5.576546 0.0 0.2 0.3
H 1.791281 1.335805 -4.464611 0.1 -0.1 0.2
O 0.482487 0.798019 5.406652 1.1 -1.0 -2.0
C 1.185944 0.472712 4.453866 -0.9 0.7 1.8
O 0.884226 -0.629463 3.730241 -0.6 -0.1 -0.1
C 1.506112 -0.979291 2.481302 0.3 -0.1 0.3
C 2.780803 -1.766759 2.714829 0.1 -0.1 0.1
C 2.435488 1.231561 4.128106 0.1 0.6 -0.3
H 1.666370 -0.095465 1.857964 0.0 0.0 0.1
H 0.789586 -1.609801 1.943923 0.0 0.2 0.5
H 3.523686 -1.176913 3.257444 -0.1 0.0 -0.2
H 3.217629 -2.084012 1.763505 0.0 0.0 0.1
H 2.576136 -2.655001 3.322277 0.0 0.1 -0.2
H 3.262807 0.840420 4.728910 -0.1 0.1 -0.1
H 2.277000 2.285752 4.380945 0.0 -0.3 0.2
H 2.700387 1.210292 3.073865 0.2 -0.2 0.0
```
Positions in Å, forces in eV/Å.

Computed properties:
charge = +1
M = 318.2 g/mol
E_LUMO = -0.2199 Eh
strongest force on any atom = 6.88 eV Å⁻¹
Kohn-Sham gap = 6.02 eV
HOMO level = -12.008 eV
relative energy (zero: lowest compared OMol25 entry of this formula, charge and spin) = 71.7 kcal/mol


Record 4
Molecular formula: C8H22OPPd
Method: DFT, wB97M-V/def2-TZVPD

Structure (XYZ):
```
33
Properties=species:S:1:pos:R:3:forces:R:3
C -1.382909 1.722476 2.869187 0.0 -0.7 -0.3
C -1.068096 0.268131 2.363190 -0.2 1.0 0.4
O 0.334307 0.185874 2.059843 -0.7 -0.9 0.0
C 0.809110 -1.129534 2.359138 1.2 -0.2 0.3
C 2.079455 -1.506136 1.545905 -0.7 -0.7 0.4
C 1.783644 -1.921211 0.081121 0.7 0.7 -0.2
C 1.527940 -0.721220 -0.879608 -0.2 -0.8 -0.9
C 0.064291 -0.170189 -0.833805 1.5 -0.1 2.0
P -0.755740 0.066413 -2.558773 1.3 0.7 2.6
C -0.860421 1.996766 -2.452262 -0.5 0.1 -0.1
H -2.130307 2.156770 2.180071 0.4 0.2 0.6
H -1.773300 1.722632 3.903332 0.0 -0.1 -0.6
H -0.448882 2.316663 2.897504 -0.6 -0.3 -0.3
H -1.370334 -0.477994 3.125539 0.4 0.4 -0.3
H -1.656956 0.025505 1.446791 0.3 0.2 0.5
H 0.027722 -1.900164 2.191678 0.3 0.4 -0.1
H 1.075258 -1.156212 3.439843 -0.3 0.0 -0.5
H 2.497475 -2.404985 2.052549 -0.3 0.5 -0.2
H 2.874434 -0.737270 1.635202 -0.6 -0.2 -0.3
H 0.954269 -2.650226 -0.002101 0.3 0.3 0.2
H 2.694433 -2.435840 -0.296892 -0.6 0.3 0.1
H 2.291643 0.062583 -0.712136 -0.6 -0.2 0.0
H 1.712017 -1.097143 -1.912039 0.0 0.2 0.6
H -0.570956 -0.805673 -0.188246 0.1 0.2 -0.8
H 0.080716 0.835538 -0.362825 -0.4 -0.4 -0.6
H 0.527574 0.223660 -3.246967 -0.3 0.0 -0.2
H -0.734768 -1.370049 -2.793338 -0.2 0.1 -0.3
H -2.086935 -0.019554 -1.947519 -0.2 0.0 -0.3
H -1.395473 0.206953 -3.933559 -1.8 1.1 -2.2
H -1.634099 2.329315 -1.729673 0.2 -0.2 -0.6
H 0.102113 2.456471 -2.147602 -0.3 -0.4 -0.5
H -1.078871 2.374419 -3.503682 0.2 0.5 0.6
Pd -2.488352 1.553235 -4.649870 1.3 -1.5 1.0
```
Positions in Å, forces in eV/Å.

Computed properties:
charge = +1
M = 271.7 g/mol
E_LUMO = -0.2781 Eh
strongest force on any atom = 3.05 eV Å⁻¹
Kohn-Sham gap = 4.77 eV
HOMO level = -12.341 eV
relative energy (zero: lowest compared OMol25 entry of this formula, charge and spin) = 24.4 kcal/mol